Entry 1:
DFT (ωB97M-V with the def2-TZVPD basis set) results for a molecular structure, C16H14BCl48NO4PS at a distorted geometry.

Summary:
HOMO-LUMO gap: 8.7 eV
calculated total energy: -648368.0212 eV
LUMO energy: -3.7 eV
F_max: 0.068 hartree/bohr
total charge: +1

XYZ file:
```
86
C16H14BCl48NO4PS ωB97M-V with the def2-TZVPD basis set
C 3.74 1.51 0.36
C 2.84 2.39 1.27
B 1.51 1.73 1.63
O 1.18 1.31 2.87
S 0.16 1.49 0.28
C -0.98 0.12 0.68
C -0.26 -1.17 1.12
N -0.36 -1.47 2.54
P -1.09 3.28 0.39
O -0.61 4.27 -0.55
O -1.04 3.78 1.89
O -2.56 2.77 0.14
H 3.20 0.88 -0.33
H 4.40 0.90 0.97
H 4.40 2.15 -0.22
H 2.66 3.33 0.73
H 3.36 2.61 2.20
H 1.73 0.59 3.22
H -1.51 -0.08 -0.25
H -1.70 0.44 1.43
H 0.78 -1.15 0.80
H -0.77 -1.97 0.58
H -0.98 -0.85 3.03
H 0.54 -1.47 2.99
H -1.52 3.19 2.49
H -2.84 2.24 0.91
C -2.00 -5.60 -1.95
Cl -0.32 -5.19 -2.31
Cl -2.43 -7.15 -2.65
Cl -2.19 -5.69 -0.18
Cl -3.05 -4.34 -2.60
C 3.83 -5.85 -3.36
Cl 5.51 -5.32 -3.24
Cl 2.78 -4.54 -2.79
Cl 3.45 -6.22 -5.04
Cl 3.59 -7.28 -2.36
C -0.42 8.05 -1.36
Cl -0.89 7.27 0.16
Cl 1.13 7.40 -1.91
Cl -1.66 7.73 -2.58
Cl -0.26 9.79 -1.12
C 3.36 4.39 -2.96
Cl 4.22 5.60 -2.01
Cl 2.00 3.80 -2.01
Cl 2.79 5.10 -4.46
Cl 4.43 3.02 -3.31
C 7.41 0.36 0.08
Cl 9.09 0.09 -0.38
Cl 6.53 1.18 -1.20
Cl 6.63 -1.18 0.41
Cl 7.32 1.38 1.53
C 2.89 -0.80 -5.26
Cl 1.46 -1.47 -6.04
Cl 3.86 -2.11 -4.60
Cl 3.83 0.12 -6.43
Cl 2.40 0.30 -3.96
C -6.97 -5.34 -0.31
Cl -7.32 -4.94 -1.99
Cl -7.85 -6.80 0.14
Cl -5.23 -5.62 -0.11
Cl -7.46 -4.00 0.73
C -3.62 9.07 2.67
Cl -2.91 7.45 2.56
Cl -3.18 9.80 4.21
Cl -3.02 10.06 1.35
Cl -5.38 8.93 2.55
C -5.77 -4.60 4.59
Cl -4.19 -4.33 3.81
Cl -6.54 -3.04 4.91
Cl -6.78 -5.55 3.51
Cl -5.53 -5.46 6.11
C -5.46 3.82 2.09
Cl -6.90 3.05 1.44
Cl -4.34 2.54 2.69
Cl -4.67 4.77 0.83
Cl -5.89 4.86 3.44
C 3.85 -0.12 4.26
Cl 2.55 -0.78 3.22
Cl 4.52 -1.42 5.23
Cl 5.10 0.57 3.23
Cl 3.17 1.12 5.31
C 0.05 -9.54 -4.76
Cl -0.24 -10.50 -3.30
Cl 0.27 -7.85 -4.30
Cl 1.49 -10.13 -5.57
Cl -1.34 -9.68 -5.84
```

Atom charges from the Mulliken analysis, given in e for atoms 1 to 6: C -0.247; C -0.219; B 0.522; O -0.656; S 0.174; C -0.567

=====

Entry 2:
DFT (ωB97M-V with the def2-TZVPD basis set) results for a molecular structure, C16H14BCl5CrN6 at a distorted geometry.

Summary:
energy above the lowest of the compared OMol25 structures with the same formula, charge and spin: 0.0 kcal/mol
HOMO-LUMO gap (alpha / beta): 7.6 / 9.1 eV
calculated total energy: -117471.5070 eV
LUMO energy (alpha / beta): 0.5 / 0.5 eV
multiplicity: 5
F_max: 0.067 hartree/bohr

XYZ file:
```
43
C16H14BCl5CrN6 ωB97M-V with the def2-TZVPD basis set
H 0.46 3.53 0.50
N 0.18 1.92 -0.87
B -0.31 0.48 -2.90
N 0.10 1.84 -2.26
C 0.22 3.09 -2.75
Cr 0.02 0.32 0.20
H 0.19 3.29 -3.82
C 0.41 3.97 -1.70
H 0.56 5.04 -1.77
C 0.38 3.21 -0.53
H -0.40 0.56 -4.09
C -2.57 -3.04 2.85
H -2.04 -3.43 3.72
H -2.03 -2.17 2.46
H -2.61 -3.82 2.08
N -1.67 0.11 -2.23
N 0.66 -0.65 -2.44
N -1.77 -0.01 -0.85
N 0.75 -0.93 -1.08
C -2.86 -0.19 -2.77
C 1.28 -1.62 -3.12
H -2.98 -0.17 -3.84
H 1.27 -1.63 -4.20
C -3.74 -0.53 -1.75
C 1.82 -2.53 -2.22
C -3.02 -0.41 -0.55
C 1.47 -2.07 -0.94
H -4.76 -0.84 -1.87
H 2.36 -3.42 -2.46
H -3.34 -0.59 0.46
H 1.68 -2.49 0.03
H -3.57 -2.75 3.14
Cl 3.44 0.60 0.23
C 2.67 0.50 1.77
C 1.29 0.47 1.82
C 0.65 0.55 3.03
Cl -1.10 0.59 2.97
C 1.37 0.59 4.26
Cl 0.54 0.71 5.74
C 2.78 0.52 4.22
Cl 3.69 0.50 5.66
C 3.44 0.49 2.96
Cl 5.15 0.44 2.88
```

Atom charges from the natural (NBO) analysis, given in e for atoms 1 to 6: H 0.228; N -0.413; B 0.543; N -0.318; C 0.017; Cr 1.176

=====

Entry 3:
DFT (ωB97M-V with the def2-TZVPD basis set) results for a molecular structure, C16H14BeF9IN2O at a distorted geometry.

Summary:
energy above the lowest of the compared OMol25 structures with the same formula, charge and spin: 0.0 kcal/mol
HOMO-LUMO gap: 2.5 eV
calculated total energy: -54807.5051 eV
LUMO energy: -3.1 eV
F_max: 0.070 hartree/bohr

XYZ file:
```
44
C16H14BeF9IN2O ωB97M-V with the def2-TZVPD basis set
C 0.17 -0.38 1.86
C -1.69 0.49 1.69
H -0.23 -1.42 1.89
H 0.22 -0.01 2.90
H 1.19 -0.45 1.47
H -2.35 1.16 1.12
H -2.21 -0.49 1.76
H -1.60 0.89 2.72
C 2.34 0.33 -4.28
C 3.72 0.13 -4.36
C 4.53 0.61 -3.32
C 3.96 1.28 -2.24
H 1.64 -0.03 -5.03
H 4.13 -0.39 -5.22
H 5.61 0.46 -3.36
H 4.53 1.68 -1.41
N 1.79 0.98 -3.24
C 2.57 1.45 -2.22
C 1.80 2.15 -1.20
N 0.47 2.18 -1.49
C -0.40 2.77 -0.66
C 1.41 3.43 0.79
C 0.04 3.43 0.48
H -1.45 2.68 -0.93
H -0.69 3.90 1.12
C 2.30 2.77 -0.06
H 3.37 2.72 0.13
H 1.77 3.93 1.69
Be 0.24 1.30 -2.85
I -1.68 0.02 -3.20
F -4.25 -2.66 4.15
C -4.33 -2.68 2.79
F -5.50 -3.30 2.44
F -4.43 -1.37 2.36
C -3.15 -3.35 2.21
O -0.50 0.45 0.96
C -2.09 -3.88 3.10
F -2.56 -4.85 3.94
F -1.07 -4.41 2.37
F -1.56 -2.88 3.89
C -3.03 -3.51 0.74
F -4.12 -2.99 0.12
F -1.92 -2.86 0.25
F -2.92 -4.82 0.37
```

Atom charges from the natural (NBO) analysis, given in e for atoms 1 to 6: C -0.272; C -0.284; H 0.223; H 0.170; H 0.159; H 0.164

=====

Entry 4:
DFT (ωB97M-V with the def2-TZVPD basis set) results for a molecular structure, C16H14BrNO11 at a distorted geometry.

Summary:
HOMO-LUMO gap: 8.2 eV
calculated total energy: -110870.1086 eV
LUMO energy: -1.6 eV
F_max: 0.040 hartree/bohr

XYZ file:
```
43
C16H14BrNO11 ωB97M-V with the def2-TZVPD basis set
O -2.39 3.61 1.64
C -2.22 2.78 2.47
N -3.18 1.88 2.98
C -4.18 1.44 2.00
C -5.53 1.36 2.66
C -6.43 2.53 2.59
O -6.66 1.25 1.85
O -0.99 2.62 3.10
Br 0.02 1.40 2.19
H -3.62 2.26 3.81
H -4.27 2.14 1.17
H -3.92 0.44 1.64
H -5.57 0.80 3.59
H -6.38 3.24 1.77
H -7.12 2.66 3.40
C 4.25 -0.21 1.95
C 5.45 -0.80 1.99
C 5.75 -2.09 1.25
O 6.88 -2.52 1.34
C 4.68 -2.72 0.50
C 3.48 -2.13 0.46
C 3.19 -0.83 1.18
O 2.07 -0.38 1.06
O 2.44 -2.62 -0.19
O 6.49 -0.32 2.65
H 4.03 0.71 2.47
H 4.90 -3.65 -0.02
H 1.69 -2.00 -0.05
H 7.22 -0.95 2.49
C 0.24 0.08 -2.64
C 0.23 0.69 -3.83
C -0.03 -0.06 -5.12
O -0.03 0.60 -6.15
C -0.25 -1.49 -5.07
C -0.23 -2.10 -3.87
C 0.00 -1.34 -2.58
O -0.02 -2.00 -1.56
O -0.42 -3.40 -3.71
O 0.44 1.98 -4.00
H 0.43 0.61 -1.71
H -0.42 -2.02 -5.99
H -0.36 -3.56 -2.74
H 0.37 2.14 -4.96
```

Atom charges from the natural (NBO) analysis, given in e for atoms 1 to 6: O -0.529; C 0.893; N -0.692; C -0.245; C 0.055; C -0.147

=====

Entry 5:
DFT (ωB97M-V with the def2-TZVPD basis set) results for a molecular structure, C16H14Cl3GeN2OOsS2 at a distorted geometry.

Summary:
energy above the lowest of the compared OMol25 structures with the same formula, charge and spin: 11.0 kcal/mol
HOMO-LUMO gap (alpha / beta): 6.4 / 4.3 eV
calculated total energy: -140052.7599 eV
LUMO energy (alpha / beta): -8.3 / -10.3 eV
multiplicity: 2
F_max: 0.028 hartree/bohr
total charge: +2

XYZ file:
```
40
C16H14Cl3GeN2OOsS2 ωB97M-V with the def2-TZVPD basis set
Os -1.61 0.78 -0.27
C 2.47 1.38 -1.96
C 1.05 1.62 -1.57
N 0.27 0.62 -1.19
N 0.83 -0.65 -1.26
C 0.09 -1.62 -0.92
S -1.62 -1.40 -0.36
S 0.76 -3.21 -1.25
C -0.25 -4.35 -0.27
C 0.02 -4.08 1.16
C 1.37 -4.19 1.63
C 1.67 -3.98 2.96
C 0.63 -3.65 3.83
C -0.71 -3.54 3.38
C -1.01 -3.74 2.06
C 0.50 2.96 -1.66
C 1.36 4.02 -2.01
C 0.90 5.29 -2.25
C -0.46 5.56 -2.17
C -1.33 4.55 -1.82
C -0.86 3.28 -1.53
O -1.85 2.43 -1.09
H 2.72 0.33 -1.98
H 3.13 1.87 -1.24
H 2.66 1.82 -2.94
H 0.15 -5.33 -0.56
H -1.31 -4.32 -0.55
H 2.15 -4.47 0.93
H 2.68 -4.08 3.32
H 0.85 -3.50 4.88
H -1.49 -3.31 4.09
H -2.03 -3.69 1.70
H 2.42 3.84 -2.11
H 1.60 6.07 -2.51
H -0.83 6.55 -2.38
H -2.40 4.71 -1.73
Cl -4.26 3.03 1.75
Ge -3.36 1.16 1.37
Cl -4.06 -0.20 2.83
Cl -0.84 1.42 1.69
```

Atom charges from the natural (NBO) analysis, given in e for atoms 1 to 6: Os 0.685; C -0.702; C 0.436; N -0.413; N -0.257; C -0.114

=====

Entry 6:
DFT (ωB97M-V with the def2-TZVPD basis set) results for a molecular structure, C16H14Cl3GeNO4STc.

Summary:
energy above the lowest of the compared OMol25 structures with the same formula, charge and spin: 14.9 kcal/mol
HOMO-LUMO gap (alpha / beta): 6.0 / 6.1 eV
calculated total energy: -133600.3393 eV
LUMO energy (alpha / beta): -9.5 / -9.4 eV
multiplicity: 2
F_max: 0.011 hartree/bohr
total charge: +2

XYZ file:
```
41
C16H14Cl3GeNO4STc ωB97M-V with the def2-TZVPD basis set
Tc -1.74 -0.39 0.00
C 4.46 -3.77 -2.99
C 3.45 -2.74 -2.57
C 2.21 -3.13 -2.06
C 1.27 -2.19 -1.69
C 1.59 -0.84 -1.83
C 2.82 -0.42 -2.34
C 3.74 -1.38 -2.70
S 0.50 0.39 -1.34
O -0.96 -0.04 -1.74
O 0.87 1.67 -1.80
N 0.12 0.32 0.24
C 0.90 -0.37 1.25
C 0.22 -1.69 1.59
O 0.62 -2.55 2.28
O -1.05 -1.80 0.97
H 4.16 -4.77 -2.69
H 5.44 -3.55 -2.56
H 4.57 -3.75 -4.08
H 1.97 -4.18 -1.97
H 0.30 -2.51 -1.32
H 3.04 0.63 -2.45
H 4.70 -1.08 -3.10
H 0.95 0.22 2.16
H 1.93 -0.57 0.93
Cl -5.63 0.40 2.40
Ge -3.81 -0.56 2.05
Cl -3.99 -1.61 0.10
Cl -3.12 -1.81 3.56
C -2.49 0.79 1.26
C -2.50 2.15 1.54
C -3.03 2.66 2.76
C -2.99 4.01 3.03
C -2.44 4.88 2.08
C -1.91 4.41 0.87
C -1.93 3.07 0.60
H -3.46 1.99 3.50
H -3.37 4.40 3.96
H -2.42 5.94 2.29
H -1.49 5.10 0.15
H -1.52 2.69 -0.33
```

Atom charges from the natural (NBO) analysis, given in e for atoms 1 to 6: Tc 1.210; C -0.654; C 0.103; C -0.207; C -0.112; C -0.485